ORCA calculation (ωB97M-V/def2-TZVPD) on a molecular structure, C28H29AuN3Si at a distorted geometry.

```
62
Properties=species:S:1:pos:R:3:forces:R:3
C 1.229915 2.004028 1.232295 -0.126 0.268 1.271
C 0.028271 1.905373 0.455591 -2.199 0.430 0.725
C -1.091574 2.291566 1.324511 0.780 -0.464 -2.045
H -0.003508 1.844689 -0.628072 -0.057 0.117 0.242
C -0.507642 2.639648 2.608198 0.962 0.124 0.411
C 0.873072 2.431655 2.539228 0.441 0.210 -0.092
H 1.588595 2.636932 3.342482 -0.418 -0.220 -0.344
H 2.232644 1.823166 0.855928 -0.204 -0.023 0.137
H -2.018137 2.699221 0.929315 0.127 0.010 0.146
H -1.052513 3.032084 3.470388 0.243 -0.189 -0.427
Au -1.353563 0.135090 1.179448 1.147 0.514 -0.317
C -1.011018 -1.855272 -2.287263 1.049 -0.677 -0.418
H -1.948266 -1.526753 -1.825602 0.392 0.241 -0.137
H -0.627677 -2.726265 -1.741027 -0.157 0.085 -0.151
H -1.207424 -2.152321 -3.331498 -0.151 -0.116 0.226
Si 0.258433 -0.482446 -2.440482 -1.104 1.038 0.065
C 1.881480 -0.284305 -3.268379 0.625 -0.309 -0.085
C 2.502322 0.969875 -3.007205 0.718 -0.080 -0.271
H 1.935504 1.843707 -2.645374 0.169 -0.633 -0.158
C 3.880075 1.122190 -3.179411 -0.471 0.027 0.115
H 4.329083 2.100970 -2.970457 -0.089 -0.501 -0.085
C 4.661475 0.029973 -3.586906 -0.337 -0.318 -0.217
H 5.754164 0.117108 -3.633968 -0.557 -0.046 -0.132
C 4.024391 -1.170023 -3.939066 0.431 0.078 0.040
H 4.620828 -1.991675 -4.334722 -0.098 0.159 0.172
C 2.646359 -1.343725 -3.774355 0.196 0.663 0.220
H 2.152410 -2.290513 -3.984679 0.305 0.086 -0.068
C -0.725621 1.013610 -2.950799 -0.095 0.497 0.272
C -0.324561 1.662018 -4.130895 -0.284 0.214 -0.047
H 0.565844 1.314383 -4.664241 -0.387 0.279 0.180
C -1.058402 2.741830 -4.631200 -0.093 -0.001 -0.010
H -0.708275 3.273267 -5.514185 -0.081 -0.194 0.115
C -2.241245 3.151229 -4.012946 0.025 -0.268 0.213
H -2.834094 3.971342 -4.428065 0.265 -0.301 0.139
C -2.671866 2.489854 -2.856038 0.197 -0.091 0.148
H -3.609156 2.765520 -2.361570 0.392 0.020 -0.224
C -1.896038 1.462483 -2.308518 -0.217 0.126 -0.326
H -2.217141 1.012211 -1.362781 0.077 -0.020 -0.370
H 0.445380 -0.443275 -0.732562 -1.868 -0.328 1.700
H 1.185833 -0.156709 -1.068160 0.937 0.252 -0.880
N 0.333703 -1.859408 2.897660 -0.314 -0.621 -0.518
C -0.705352 -2.583070 2.283800 -0.117 -0.185 -0.083
C -0.776237 -3.976452 2.415192 -0.018 0.290 -0.060
C -1.847075 -4.658484 1.853287 0.187 0.274 -0.185
C -2.800766 -3.927565 1.128617 -0.170 0.378 -0.171
C -2.659463 -2.552108 0.998497 0.646 -0.640 0.330
N -1.596741 -1.903931 1.547102 -1.008 -0.393 -0.099
C 0.087671 -0.930906 3.908480 0.295 0.573 0.363
C 1.133569 -0.623301 4.805560 -0.499 0.285 -0.019
C 0.874879 0.325054 5.797269 -0.274 -0.264 -0.436
C -0.381929 0.953735 5.802152 -0.111 0.125 -0.217
C -1.310209 0.617487 4.816754 0.443 -0.121 0.418
N -1.104834 -0.347878 3.909642 0.321 0.277 0.404
H 1.163162 -2.412345 3.024284 0.129 -0.040 0.156
H 0.025101 -4.467044 2.969051 -0.412 -0.043 -0.060
H -1.934814 -5.737521 1.977070 -0.002 0.298 -0.100
H -3.645905 -4.400229 0.632022 0.193 -0.023 0.277
H -3.368875 -1.934071 0.439048 0.313 -0.336 0.245
H 2.090878 -1.127421 4.658482 -0.210 0.235 0.355
H 1.625696 0.589572 6.544041 -0.190 -0.124 -0.281
H -0.639155 1.732306 6.524482 0.202 -0.321 -0.208
H -2.251672 1.161863 4.730568 0.106 -0.281 0.156
```
Positions in Å, forces in eV/Å.

Computed properties:
orbital gap (alpha / beta) = 4.20 / 6.38 eV
largest force on an atom = 2.55 eV/Å
charge = +1
electronic energy = -1673.400857 Ha
spin multiplicity = 3

Atomic partial charges in e from the Mulliken method, atoms 1 to 6: atom 1 (C): -0.75, atom 2 (C): -0.76, atom 3 (C): -0.23, atom 4 (H): 0.85, atom 5 (C): -0.88, atom 6 (C): -0.38

ORCA calculation (ωB97M-V/def2-TZVPD) on a molecular structure, C28H29BF6N6S2V.

```
73
Properties=species:S:1:pos:R:3:forces:R:3
V -0.126167 0.115473 0.555280 -0.123 0.197 0.303
C -0.084975 -3.161149 1.927682 0.058 -0.119 0.015
C -1.323578 -2.339043 2.209695 0.000 0.123 -0.040
N -1.135399 -0.868800 2.251708 0.104 0.160 0.067
C -0.224707 -0.476028 3.381751 -0.110 0.035 -0.095
C 2.094367 -0.940717 1.751590 -0.249 0.176 0.056
C -2.498285 -0.261265 2.403602 0.112 -0.043 0.010
C -2.708489 0.949174 1.483749 0.120 -0.135 -0.305
N -2.053612 0.622034 0.217616 -0.300 0.074 -0.123
C -2.708009 0.633236 -0.964787 0.056 -0.113 0.231
C -2.443285 -0.395675 -1.883635 0.043 -0.060 -0.318
F -1.596505 -1.393460 -1.500607 0.081 0.001 0.118
C -2.990196 -0.457983 -3.144142 0.012 0.010 0.047
F -2.647748 -1.491327 -3.938845 -0.019 0.002 -0.050
C -3.885018 0.497631 -3.588601 0.053 -0.049 0.015
C -4.188033 1.508388 -2.695773 0.025 0.026 0.136
F -5.034908 2.481224 -3.063838 -0.049 0.019 -0.055
C -3.627414 1.582342 -1.434961 -0.197 0.105 0.016
F -3.948118 2.627350 -0.649990 0.006 0.043 0.052
H -0.375969 -4.213067 1.896066 0.010 0.003 0.007
H 0.671791 -3.046967 2.702106 -0.027 0.017 0.011
H 0.365519 -2.924045 0.960886 -0.051 0.013 -0.011
H -1.750611 -2.646231 3.174197 -0.019 -0.020 -0.010
H -2.075219 -2.539590 1.443952 0.038 -0.023 -0.039
H -0.521984 -1.046194 4.274307 -0.016 0.022 0.021
H -0.439456 0.576178 3.589874 -0.049 -0.001 -0.011
H 2.479266 -1.961694 1.765337 0.025 0.012 0.093
H 2.924541 -0.259915 1.552815 0.033 -0.035 -0.015
H 1.466175 -0.977392 0.842811 0.347 -0.137 -0.203
H -2.653957 -0.018087 3.458136 -0.085 0.045 -0.020
H -3.232652 -1.015815 2.121699 0.002 -0.012 0.006
H -2.301590 1.850517 1.952242 0.052 0.040 -0.083
H -3.777429 1.121346 1.339319 -0.027 -0.024 0.133
H -4.320775 0.462479 -4.574954 0.000 -0.009 0.001
C 2.022888 3.718423 3.414654 0.013 -0.034 -0.185
N 2.540981 3.116427 2.190309 0.024 0.070 0.377
C 3.875137 2.839557 1.970456 0.002 0.003 -0.098
C 3.966583 2.167661 0.813275 -0.128 0.028 0.064
N 2.664038 2.013654 0.334051 0.023 -0.233 -0.060
C 1.782663 2.578604 1.228030 -0.133 -0.061 -0.519
S 0.095717 2.619669 1.078518 0.336 -0.147 0.322
C 2.362691 1.455110 -0.938586 0.089 0.248 0.158
C 3.311375 1.589222 -1.944567 -0.092 0.014 -0.030
C 3.029243 1.074634 -3.196528 0.088 0.012 -0.037
C 1.801794 0.477371 -3.416505 -0.069 -0.013 0.103
C 0.927951 0.386122 -2.351036 -0.114 0.026 -0.058
N 1.195192 0.841102 -1.119807 0.063 -0.192 -0.074
H 2.764212 4.424463 3.780947 -0.015 0.002 0.029
H 1.838027 2.930244 4.140125 -0.022 -0.013 0.020
H 1.098986 4.239258 3.181786 -0.005 -0.003 0.018
H 4.635251 3.131840 2.671536 0.000 -0.014 0.004
H 4.818095 1.744605 0.316198 0.010 -0.009 0.002
H 4.232287 2.118611 -1.756194 0.011 0.013 -0.018
H 3.758337 1.162182 -3.991380 -0.016 0.003 -0.006
H 1.516616 0.069010 -4.375335 0.033 0.005 -0.014
H -0.036487 -0.085355 -2.479724 0.056 -0.016 0.019
F 1.937731 -1.489761 4.168260 -0.037 -0.020 -0.003
B 1.421707 -0.565891 3.218109 0.059 0.010 -0.018
F 1.928524 0.746483 3.578288 0.026 -0.011 0.018
S 4.355451 -2.657942 -2.484870 0.098 -0.005 -0.012
C 3.261875 -2.135744 -1.248864 -0.146 0.095 0.073
N 2.004294 -2.259898 -1.491615 0.018 -0.230 -0.086
C 1.818213 -2.833200 -2.750102 -0.157 0.191 0.212
C 0.574027 -3.098365 -3.329912 0.128 -0.036 -0.042
C 0.544683 -3.630312 -4.600221 0.012 -0.011 -0.054
C 1.730866 -3.908433 -5.298565 -0.064 0.008 0.021
C 2.963518 -3.656216 -4.735883 -0.008 0.034 0.094
C 2.993249 -3.109622 -3.450790 0.072 -0.071 -0.188
H 3.636883 -1.722280 -0.321553 0.026 -0.013 -0.004
H -0.333271 -2.886524 -2.784315 -0.038 0.028 0.024
H -0.409342 -3.834845 -5.067887 0.006 -0.013 -0.006
H 1.678354 -4.330811 -6.293259 -0.013 0.001 -0.003
H 3.876659 -3.875996 -5.272353 0.005 0.006 -0.001
```
Positions in Å, forces in eV/Å.

Computed properties:
orbital gap (alpha / beta) = 6.67 / 7.14 eV
largest force on an atom = 0.54 eV/Å
charge = 0
electronic energy = -3777.480839 Ha
spin multiplicity = 4

Atomic partial charges in e from the Mulliken method, atoms 1 to 6: atom 1 (V): 0.59, atom 2 (C): -1.13, atom 3 (C): -0.96, atom 4 (N): 1.73, atom 5 (C): -1.68, atom 6 (C): -0.81

ORCA calculation (ωB97M-V/def2-TZVPD) on a molecular structure, C28H29BN6OPdSi at a distorted geometry.

```
67
Properties=species:S:1:pos:R:3:forces:R:3
H 1.122543 3.302415 0.283535 0.057 0.206 -0.141
N 0.533679 1.908900 -1.152464 0.361 0.419 -0.277
B 0.220820 0.501947 -3.310202 -1.058 -0.297 -0.341
N 0.544618 1.831261 -2.536288 0.465 0.329 1.338
C 1.054162 2.993357 -3.023329 -0.271 0.015 1.961
Pd 0.839328 0.374310 0.367319 0.053 0.082 -1.878
H 1.202008 3.129991 -4.074302 -0.121 0.049 -0.251
C 1.335149 3.850011 -1.935755 -0.396 -1.505 -0.005
H 1.724116 4.834351 -1.950665 0.274 0.605 -0.196
C 1.023122 3.102413 -0.773522 -0.405 -0.456 -1.969
H 0.448127 0.680687 -4.467675 0.202 0.065 -0.186
C -2.274882 -3.090664 2.647142 2.458 -0.342 -1.125
H -1.534454 -3.457522 3.376962 -0.479 -0.028 -0.194
H -1.886898 -2.119332 2.294466 -0.433 -0.373 0.013
H -2.350568 -3.806039 1.812119 0.312 0.343 0.208
N -1.292656 0.042472 -3.170974 0.701 0.303 2.331
N 1.154082 -0.624644 -2.767125 0.352 -0.177 1.331
N -1.667829 -0.199691 -1.843306 0.394 0.425 -1.370
N 1.153250 -0.929179 -1.422639 1.134 0.225 0.134
C -2.343166 -0.159030 -3.995742 0.052 -0.523 0.809
C 2.128884 -1.343820 -3.380309 -0.815 0.129 0.640
H -2.188154 -0.078778 -5.055066 -0.223 0.092 -0.187
H 2.262583 -1.248796 -4.454873 -0.002 -0.137 0.368
C -3.424633 -0.575107 -3.219522 0.890 0.229 0.332
C 2.751612 -2.134143 -2.421280 0.428 -0.233 0.302
C -2.932654 -0.558539 -1.892015 0.245 0.104 -0.387
C 2.161700 -1.792803 -1.194838 -1.065 0.358 -0.937
H -4.390338 -0.923263 -3.493052 -0.461 0.050 -0.470
H 3.502996 -2.902570 -2.551159 -0.009 0.341 -0.179
H -3.412360 -0.774906 -0.948826 -0.268 -0.129 -0.172
H 2.336200 -2.088145 -0.160703 0.130 -0.233 -0.482
H -3.225223 -3.021966 3.046734 -1.837 0.427 1.093
O 2.199602 1.130945 1.685296 -2.563 -1.857 -1.209
Si 1.483085 0.473407 3.079199 1.194 1.110 1.058
C -0.181773 0.772277 3.902936 -0.265 0.238 -0.342
C -0.130614 0.820886 5.315310 -0.456 -0.013 0.058
C -1.302621 1.002853 6.062162 0.157 -0.137 -0.368
C -2.533463 1.113174 5.399553 0.187 0.004 -0.117
C -2.590429 1.078477 4.003659 0.161 0.058 -0.100
C -1.409449 0.923290 3.251680 -0.362 0.048 0.549
C 1.862539 -1.320505 3.436112 -0.074 -0.030 -0.670
C 3.029808 -1.842987 2.861492 0.256 -0.524 0.356
C 3.517003 -3.087467 3.276979 -0.238 0.072 -0.158
C 2.801537 -3.834487 4.217339 -0.149 0.044 -0.220
C 1.586052 -3.360505 4.724977 -0.063 0.234 -0.282
C 1.102108 -2.108373 4.322860 0.495 -0.199 0.093
C 2.617130 1.713808 3.894052 -0.396 -0.238 0.043
C 3.976988 1.516947 3.619436 0.358 0.623 0.890
C 4.873837 2.527371 3.952518 -0.168 0.090 -0.154
C 4.391148 3.735204 4.481205 0.002 0.068 -0.270
C 3.019865 3.960410 4.637961 -0.050 -0.075 -0.281
C 2.108330 2.956216 4.291238 0.826 -0.014 0.541
H 0.828237 0.706444 5.840105 -0.419 0.114 -0.286
H -1.258494 1.050534 7.155690 -0.010 -0.040 -0.455
H -3.451400 1.234006 5.979710 0.288 -0.014 -0.210
H -3.558876 1.191292 3.502825 0.437 -0.073 0.161
H -1.449492 0.932442 2.155566 -0.109 -0.052 0.365
H 3.581274 -1.279588 2.098228 -0.228 -0.126 0.374
H 4.436220 -3.477418 2.834792 -0.269 0.047 0.208
H 3.159132 -4.824161 4.502022 -0.041 0.285 0.029
H 0.995751 -3.973317 5.411979 0.261 0.201 -0.213
H 0.151319 -1.739642 4.721531 0.409 -0.118 -0.168
H 4.343162 0.596523 3.147282 -0.232 0.388 0.349
H 5.935218 2.386718 3.736767 -0.263 0.182 0.193
H 5.092076 4.547122 4.672311 -0.139 -0.212 0.129
H 2.638044 4.926156 4.978816 0.284 -0.244 -0.088
H 1.028678 3.147070 4.349368 0.515 -0.201 0.082
```
Positions in Å, forces in eV/Å.

Computed properties:
orbital gap (alpha / beta) = 8.44 / 6.17 eV
largest force on an atom = 3.39 eV/Å
charge = 0
electronic energy = -1930.363304 Ha
spin multiplicity = 3

Atomic partial charges in e from the Mulliken method, atoms 1 to 6: atom 1 (H): 0.48, atom 2 (N): -0.07, atom 3 (B): 0.33, atom 4 (N): -0.01, atom 5 (C): -0.12, atom 6 (Pd): 0.38